[1]
This record from OMol25 describes a 2-piece molecular cluster, C17H28BNO5S overall at a distorted geometry. The level of theory is wB97M-V/def2-TZVPD.

CARTESIAN COORDINATES (ANGSTROEM)
S  -3.5362  3.2403  1.8411
O  0.8465  -3.2857  -3.5778
O  -0.2020  2.0287  -1.3934
O  2.8843  -1.4915  -2.5828
O  -2.8458  2.0795  2.4708
O  3.5915  -0.3737  -0.0996
N  -1.6516  -0.3961  -1.6013
C  1.8808  1.8805  0.7019
C  -0.6466  -4.9890  -1.6051
C  -1.7047  -0.5093  0.8601
C  -2.3172  4.0652  0.8131
C  -2.3014  -0.3761  -0.5066
C  -3.6431  4.5173  3.0976
C  3.1197  2.7495  0.3834
C  -3.7959  -0.1985  -0.5598
C  2.3978  -0.1381  -0.7044
C  -1.0997  -3.5613  -1.9756
C  3.5076  -1.1877  1.0782
C  0.3202  0.9671  -1.1389
C  0.5694  -1.3394  -1.9742
C  2.0257  -1.0406  -1.8565
C  1.5833  0.8660  -0.3643
C  4.6576  -2.1963  1.0921
C  -0.2679  -0.3541  -1.5813
B  0.1223  -2.7395  -2.5286
H  -1.7901  0.4562  1.3648
H  3.5437  -0.5559  1.9704
H  2.0169  1.3676  1.6567
H  1.7475  -3.5137  -3.3146
H  -4.0540  0.5542  -1.3029
H  -0.1420  -5.4549  -2.4540
H  -2.0735  3.4022  -0.0166
H  -1.4901  -5.6217  -1.3273
H  4.0172  2.3594  0.8633
H  -1.6061  -3.0912  -1.1320
H  2.5410  -1.7018  1.0945
H  2.9595  3.7899  0.6632
H  -4.0285  5.4326  2.6489
H  5.2461  -2.0901  2.0058
H  -1.4233  4.2642  1.4047
H  -2.7390  4.9929  0.4271
H  -2.6562  4.6837  3.5288
H  -0.6720  -0.8599  0.8604
H  4.2965  -3.2245  1.0723
H  3.3167  2.7338  -0.6908
H  -4.1661  0.1292  0.4143
H  -4.3294  4.1678  3.8657
H  1.0219  2.5447  0.8043
H  -4.2953  -1.1428  -0.7900
H  -2.3055  -1.2176  1.4386
H  5.3108  -2.0055  0.2426
H  0.0760  -4.9642  -0.7845
H  -1.8175  -3.6518  -2.8019

- 2S+1: 1
- Gap between HOMO and LUMO: 8.14 eV

These are the natural (NBO) partial charges, in e, on atoms 1 to 5: 1.252 -0.911 -0.518 -0.522 -1.004



[2]
This record from OMol25 describes a 3-piece molecular cluster, C17H28BrN3O4S overall at a distorted geometry. The level of theory is wB97M-V/def2-TZVPD.

CARTESIAN COORDINATES (ANGSTROEM)
Br  2.2417  1.6640  3.2040
S  1.3334  -0.6074  -0.3718
O  1.4022  0.0474  -1.7728
O  2.8280  -1.0667  -0.1787
O  0.0882  -1.7441  -0.0862
O  1.0016  0.4026  0.9985
N  -0.7449  3.2416  0.0299
N  -0.5144  -4.3090  1.3327
N  -3.2034  -2.5575  -2.3426
C  -1.1606  -0.7684  -4.7039
C  -1.1767  -2.0439  -5.5404
C  -3.5847  -0.8448  3.1523
C  1.1359  4.9027  -2.5494
C  1.3533  -0.1685  3.3275
C  -2.3559  -0.1509  2.9412
C  1.8625  -0.9956  5.7860
C  -0.7130  -3.0201  2.1554
C  0.2650  -0.3479  2.0704
C  0.2804  3.7211  -0.5260
C  -1.0688  0.5903  2.2457
C  1.5163  4.2989  -1.1960
C  0.6628  -0.3639  4.8086
C  -1.0362  -1.0423  -3.2038
C  0.1466  -1.8425  1.4062
C  -2.2208  -1.8704  -2.7331
C  0.5426  3.8776  -3.5106
H  0.3129  4.3470  -4.4724
H  -0.2179  -1.1333  4.6666
H  -1.8897  -2.8229  2.1349
H  -1.0153  -0.0978  -2.6500
H  -2.0782  -0.2017  -4.9038
H  1.2452  3.0560  -3.6908
H  0.4643  -4.1849  0.9453
H  1.4770  -1.2883  6.8523
H  2.7106  -0.1680  5.7945
H  0.2832  0.6849  5.1828
H  -4.5854  -1.4868  3.2582
H  2.2610  3.5060  -1.3241
H  -0.3199  -0.1437  -5.0248
H  0.4116  5.7137  -2.4045
H  -0.1089  -1.5836  -2.9870
H  -1.1558  -4.1611  0.4989
H  2.0273  5.3450  -3.0074
H  -1.2377  -1.7990  -6.6055
H  1.9487  5.0695  -0.5491
H  1.2621  -2.2456  1.5432
H  -2.0407  -2.6726  -5.3024
H  -1.3601  1.1296  1.2310
H  -0.3563  -3.2581  3.2446
H  2.2585  -1.9473  5.1848
H  2.2354  -0.9550  3.1594
H  -0.3907  3.4548  -3.1252
H  -0.7561  1.4732  2.9844
H  -0.2664  -2.6319  -5.3769

- SMILES: C#CC[C@]1([C@@H](Br)CC)OS(=O)(=O)O[C@@H]1CN.CCCC#N.CCCC#N
- 2S+1: 1
- Gap between HOMO and LUMO: 9.33 eV

These are the natural (NBO) partial charges, in e, on atoms 1 to 5: 0.014 2.273 -0.811 -0.844 -0.630



[3]
This record from OMol25 describes a 2-piece molecular cluster, C17H28ClN6O overall at a distorted geometry. The level of theory is wB97M-V/def2-TZVPD.

CARTESIAN COORDINATES (ANGSTROEM)
Cl  2.1360  -1.6395  -1.3858
O  -1.1263  1.2959  0.9402
N  -0.1734  -0.0921  -5.0442
N  -1.4935  0.4008  1.6220
N  5.0414  1.6065  -4.1779
N  0.3813  -2.0621  -3.8869
N  -0.5784  -0.1611  -2.7062
N  4.1724  -2.3943  -4.4220
C  4.4721  0.9766  -3.4077
C  3.5212  -1.7492  -3.7305
C  -3.6175  -0.6312  2.4301
C  3.8817  0.1861  -2.2987
C  -2.8853  1.6316  3.3293
C  2.7947  -0.8159  -2.8350
C  -0.4264  0.0902  2.6409
C  -2.8897  0.6924  2.1037
C  -1.8357  1.3014  4.3930
C  0.9689  0.0315  2.0085
C  -0.4492  1.1295  3.7743
C  5.7879  -1.3032  -1.2004
C  4.9479  -0.5619  -1.5937
C  -3.7632  1.3275  1.0129
C  1.7637  0.0290  -3.6098
C  -0.6150  -1.3237  3.2347
C  0.3612  -0.6226  -3.7659
H  0.4056  -2.3392  -4.8625
H  1.0129  -0.7380  1.2360
H  -0.8497  0.7716  -2.9975
H  -0.1062  2.0989  3.3955
H  -3.4511  2.3427  0.7679
H  -2.1263  0.4067  4.9470
H  -3.7501  0.7334  0.0973
H  6.4174  -2.1254  -0.9517
H  1.2790  0.9779  1.5648
H  -1.3990  -1.3877  3.9841
H  -0.8239  -2.0575  2.4546
H  -0.0351  -0.0195  -1.8558
H  3.4203  0.8679  -1.5788
H  -1.1074  -0.4697  -5.1527
H  -2.7124  2.6590  2.9922
H  -1.8027  2.1112  5.1244
H  0.2640  0.8351  4.5440
H  -0.1729  0.9220  -5.0547
H  -3.2619  -1.1196  3.3333
H  -3.5332  -1.3369  1.6022
H  -3.8756  1.6213  3.7837
H  -0.5251  -2.3837  -3.5582
H  1.6503  0.9810  -3.0786
H  2.1689  0.2160  -4.6096
H  0.2949  -1.6410  3.7397
H  1.7131  -0.2116  2.7629
H  -4.6777  -0.4488  2.5906
H  -4.7930  1.3914  1.3548

- Energy above the lowest of the compared OMol25 structures with the same formula, charge and spin: 16.6 kcal/mol
- Net charge: +1
- 2S+1: 1
- Gap between HOMO and LUMO: 4.91 eV

These are the natural (NBO) partial charges, in e, on atoms 1 to 5: 0.004 -0.084 -0.849 0.346 -0.241



[4]
This record from OMol25 describes C17H28CrN7SSe as an isolated structure. The level of theory is wB97M-V/def2-TZVPD.

CARTESIAN COORDINATES (ANGSTROEM)
Se  -2.8141  1.4730  0.4054
Cr  -0.6019  0.4477  -0.2115
S  -1.1073  -1.8279  -1.0465
N  2.6112  0.2812  2.6258
N  3.2459  -0.5335  -1.7613
N  -2.8034  -3.7937  -0.2583
N  2.5121  -0.3388  0.4071
N  0.7135  0.8175  1.3703
N  1.1323  0.3535  -1.3316
N  -3.4009  -1.8631  0.4839
C  -3.9750  -3.9731  0.4615
C  -1.8570  1.7594  3.1434
C  2.2472  -0.1557  -0.9329
C  -1.1965  2.4196  4.1779
C  -1.4926  4.3595  0.3741
C  1.9643  0.6822  3.8681
C  -4.3448  -2.7666  0.9263
C  4.0500  0.0432  2.6461
C  0.0607  4.3882  5.1394
C  -1.9527  2.3796  1.8889
C  1.8906  0.2973  1.4850
C  -2.4366  0.4006  3.4037
C  -2.4636  -2.4875  -0.2427
C  -0.6307  3.6766  4.0067
C  -0.7460  4.2733  2.7581
C  -2.0835  -4.8310  -0.9772
C  -1.3989  3.6535  1.6974
H  -1.0355  3.7690  -0.4234
H  -1.1342  1.9383  5.1491
H  2.5261  0.2685  4.7018
H  0.4272  1.3560  2.1834
H  -4.4263  -4.9421  0.5745
H  1.9187  1.7697  3.9728
H  3.0528  -0.6761  -2.7366
H  -2.2383  0.0816  4.4262
H  -2.0174  -0.3419  2.7212
H  4.5352  0.4948  1.7814
H  -0.5234  5.2483  5.4698
H  -0.9992  5.3293  0.4146
H  -1.0204  -4.6092  -0.9486
H  -2.5344  4.5079  0.0872
H  1.1392  0.6035  -2.3131
H  -3.3875  -0.8465  0.6410
H  3.2636  -0.9659  0.6368
H  -2.4115  -4.8709  -2.0150
H  -3.5180  0.4068  3.2497
H  -2.2708  -5.7870  -0.4960
H  1.0398  4.7611  4.8341
H  4.1451  -0.8206  -1.4202
H  4.2955  -1.0219  2.6926
H  4.4660  0.5156  3.5316
H  -5.1844  -2.4704  1.5277
H  0.1958  3.7306  5.9980
H  0.9514  0.2836  3.9108
H  -0.3207  5.2594  2.6026

- Energy above the lowest of the compared OMol25 structures with the same formula, charge and spin: 0.0 kcal/mol
- Net charge: +1
- 2S+1: 5
- Gap between HOMO and LUMO (spin up / spin down): 7.55 / 7.73 eV

These are the natural (NBO) partial charges, in e, on atoms 1 to 5: -0.343 1.086 -0.335 -0.407 -0.790